Here is C8H18N2O2 in the gas phase from OMol25. Energies are from ωB97M-V/def2-TZVPD.

Geometry as XYZ:
```
30
Properties=species:S:1:pos:R:3:nbo_charge:R:1
H -2.630 0.266 -1.034 0.2436
H 0.394 -0.259 3.537 0.2091
H 2.323 -1.501 2.292 0.2121
C 0.271 0.141 2.520 -0.6195
C 0.131 2.299 -1.880 -0.6370
H -0.539 -2.924 1.344 0.2492
H -1.059 -1.938 2.784 0.2107
H 2.102 -2.060 0.564 0.2138
H 0.523 2.670 -0.848 0.2829
H 1.059 0.869 2.380 0.2580
N 0.053 0.375 -0.250 0.1784
O -1.056 -1.530 -0.193 -0.4697
H -0.651 0.601 2.408 0.2146
H -2.271 2.025 -0.748 0.2255
C 0.419 -1.004 1.575 0.1073
C -2.011 1.108 -1.382 -0.6392
H 0.990 2.313 -2.568 0.2192
H -0.695 3.049 -2.328 0.2089
C -0.095 0.041 -2.731 -0.6081
O 1.171 1.135 0.304 -0.6139
H -0.534 0.483 -3.707 0.2172
H 0.609 -2.736 2.694 0.2153
C 1.968 -1.359 1.324 -0.6261
H -2.393 1.348 -2.391 0.2230
H 2.419 -0.410 0.790 0.2625
N -0.233 -0.730 0.279 0.3238
C -0.165 -2.268 2.188 -0.6200
H -0.491 -0.854 -2.484 0.2203
H 0.930 -0.076 -2.851 0.2207
C -0.537 0.926 -1.585 0.1173
```

Output
ΔE to the lowest compared entry with this formula, charge and spin, eV: 4.233
E, eV: -15656.877
Kohn-Sham gap, eV: 9.1

Here is a gas-phase ion, C8H18N2OP (charge +1) from OMol25. Energies are from ωB97M-V/def2-TZVPD.

Geometry as XYZ:
```
30
Properties=species:S:1:pos:R:3:nbo_charge:R:1
H -3.208 1.485 -0.921 0.2365
H -0.822 1.229 -0.292 0.2128
C -3.555 0.367 -0.738 -0.9388
P -2.102 -0.861 -0.944 0.7127
H 0.470 -0.630 -2.343 0.3870
N 1.334 0.366 1.172 -0.4195
O 1.215 2.234 4.000 -0.4480
H 0.939 1.349 1.069 0.4565
H -2.789 -2.603 -2.635 0.2731
H -0.614 -0.671 1.675 0.2631
H -1.050 -2.017 -3.064 0.2441
C 1.870 0.090 2.565 -0.3333
H -4.404 0.015 -1.476 0.2637
H 1.937 -1.054 2.841 0.2703
H 2.977 0.526 2.610 0.2647
H 3.337 0.755 0.402 0.2475
H 2.573 0.279 -2.192 0.2529
C 1.832 0.701 -1.356 -0.2630
C -0.495 0.117 -0.573 -0.3391
N 0.451 0.227 -1.747 -0.6398
C -2.113 -1.625 -2.693 -0.9419
C 0.966 0.971 3.644 0.3593
C 2.390 0.127 0.074 -0.2618
H -4.023 0.355 0.357 0.2599
H 2.738 -1.007 0.037 0.2516
H -2.594 -0.845 -3.429 0.2490
C 0.162 -0.557 0.780 -0.2689
H 0.025 0.398 4.092 0.1766
H 0.665 -1.598 0.508 0.2428
H 1.885 1.876 -1.422 0.2301
```

Output
Net charge: +1
ΔE to the lowest compared entry with this formula, charge and spin, eV: 4.755
SMILES: CP(C)[C@H]1C[N@@H+](CC=O)CCN1
E, eV: -22892.641
Kohn-Sham gap, eV: 7.2

Here is C8H18N2OSSi in the gas phase from OMol25. Energies are from ωB97M-V/def2-TZVPD.

Geometry as XYZ:
```
31
Properties=species:S:1:pos:R:3:nbo_charge:R:1
H 1.197 0.232 1.916 0.3996
N 0.364 -0.845 -1.083 -0.9369
H -2.855 -0.650 -1.580 0.2367
C -2.410 -0.086 -0.754 -1.0935
H -0.311 1.932 0.779 0.2042
Si -0.630 0.556 -1.186 1.7578
C 2.114 -2.460 -0.785 -0.4959
N 0.566 0.038 2.655 -0.6186
C -0.052 2.127 -0.150 -1.0696
H -1.308 1.992 -3.104 0.2357
H 1.304 -3.182 -1.059 0.2417
C -0.572 1.187 -2.968 -1.1202
C -0.404 -0.757 2.047 0.6018
O -1.578 -0.703 2.340 -0.5709
H 1.806 -1.291 -2.671 0.2328
H -2.382 -0.618 0.157 0.2444
H -0.617 2.951 -0.551 0.2370
H 1.044 2.161 -0.189 0.2248
H -0.383 -2.461 0.564 0.2309
H -3.170 0.705 -0.662 0.2301
C 1.665 -1.177 -1.487 -0.2679
C 0.140 -1.690 1.013 -0.2640
H -0.877 0.517 -3.779 0.2365
S 1.843 -2.010 1.027 0.2730
H 3.190 -2.610 -0.775 0.2452
H -0.970 0.872 3.855 0.2428
H 2.259 -0.285 -1.304 0.1721
C 0.081 1.035 3.551 -0.4291
H 0.383 1.404 -3.268 0.2251
H 0.672 0.997 4.359 0.2002
H -0.108 2.118 3.092 0.1944
```

Output
E, eV: -32325.873
Kohn-Sham gap (spin up / spin down), eV: 7.3 / 7.3

Q: E of number 3 (C8H18N2OSSi)?
A: -32325.873 eV

Q: The lowest E belongs to which entry?
A: C8H18N2OSSi

Q: Among the records above, which one has the lowest E?
A: C8H18N2OSSi